ORCA calculation (ωB97M-V/def2-TZVPD) on a structure of composition C32H55Cl2N4O4PbSi at a distorted geometry.

Output
**Gap between HOMO and LUMO**: 5.35 eV
**Total energy**: -86401.01755 eV
**ΔE to the lowest compared entry with this formula, charge and spin**: 0.0 kJ/mol
**2S+1**: 1
**E_LUMO**: 0.083 Eh
**Total charge**: -1

```
99
Properties=species:S:1:pos:R:3:forces:R:3
C 2.00663 5.16290 1.40201 0.06 -0.11 0.11
C 1.99021 5.81186 0.04672 0.39 0.53 -0.57
H 2.93779 5.40986 1.92676 -0.26 -0.18 -0.03
H 1.93172 4.07078 1.29750 0.01 0.28 0.12
H 1.17273 5.50195 2.04403 0.23 -0.11 -0.33
C 2.73651 6.87717 -0.28046 -0.72 -0.47 0.11
C 3.65199 7.58389 0.65608 0.53 0.34 0.10
H 2.67285 7.29968 -1.28559 -0.06 -0.19 0.29
H 4.24584 6.89330 1.27022 -0.16 0.19 -0.11
H 3.12643 8.27339 1.33515 0.09 -0.19 -0.16
H 4.34584 8.17889 0.05337 0.05 0.04 0.29
Pb 0.19528 -1.78960 1.33950 -0.71 -0.73 1.08
Cl 1.07591 0.53761 2.27553 -0.11 0.65 0.56
C -1.71167 -0.76466 -1.50049 1.91 -1.26 0.71
O -0.70798 -1.42153 -1.14222 -2.35 1.28 -1.22
N -2.01457 -0.52553 -2.78322 -0.18 0.24 -0.46
C -1.15143 -0.97710 -3.86848 -0.01 0.03 0.12
C -3.11611 0.35927 -3.12393 0.18 0.04 0.14
H -2.43756 -0.32635 -0.78559 0.26 -0.22 -0.09
H -0.67950 -1.92543 -3.59430 -0.08 0.26 -0.01
H -0.37185 -0.23769 -4.11019 -0.16 -0.26 0.16
H -1.77569 -1.10522 -4.75764 0.11 -0.10 0.09
H -3.80426 0.40296 -2.27240 0.06 0.05 -0.27
H -3.63152 -0.03763 -4.00346 -0.07 0.10 0.16
H -2.74917 1.37209 -3.34223 -0.17 -0.18 -0.05
H -1.03439 -7.35234 -0.83082 0.17 0.03 0.11
H -2.24826 -8.28485 1.74081 0.21 0.03 0.05
C -0.23864 -7.19270 -0.08681 -0.09 0.04 0.17
C -1.26283 -7.90839 2.05955 -0.13 0.40 -0.19
N -0.79452 -6.82404 1.20485 0.13 -0.85 -0.23
H 0.41981 -6.38929 -0.42603 -0.12 -0.16 0.03
C -0.87523 -5.53160 1.55864 0.45 1.98 -0.20
O -0.39404 -4.59124 0.90508 -0.64 -1.60 0.56
H -1.33957 -7.56639 3.09803 0.02 -0.04 -0.25
H -1.41776 -5.36535 2.50310 0.53 -0.03 -0.05
H 0.31741 -8.12726 0.04099 0.04 0.15 -0.17
H -0.53990 -8.73022 2.00134 -0.14 0.10 0.14
H 4.18532 -0.89818 3.82236 0.07 -0.27 -0.14
H 3.61319 0.43754 1.44798 0.16 -0.20 -0.10
C 4.65296 -1.66445 3.18584 -0.11 0.00 -0.33
C 4.35240 -0.31463 1.13184 -0.15 0.22 0.16
N 4.13803 -1.57043 1.82705 0.29 0.17 -0.06
H 4.40153 -2.65264 3.57310 0.06 0.19 0.12
C 3.24722 -2.46106 1.37293 -0.79 -0.03 -0.91
O 2.49938 -2.27479 0.38210 2.11 -0.51 0.81
H 4.28151 -0.46040 0.04993 -0.05 -0.04 0.21
H 3.19413 -3.37512 1.98502 0.10 0.20 -0.40
H 5.73922 -1.52014 3.16611 -0.06 -0.04 0.09
H 5.35506 0.03666 1.39441 -0.05 0.01 -0.12
O 1.73104 3.86564 -1.26498 0.11 0.57 -0.02
C 1.12054 5.12165 -0.99150 -0.11 -0.54 -0.37
C 1.81318 6.03525 -3.27788 -0.22 0.25 0.01
C 0.86544 5.95277 -2.25880 -0.14 -0.35 0.73
H 2.72490 5.43950 -3.20686 -0.27 0.16 -0.04
C 1.60119 6.92548 -4.33395 -0.03 -0.26 0.24
H 0.15320 4.94121 -0.49535 -0.04 0.00 -0.22
C -0.31786 6.69971 -2.31235 0.70 -0.02 -0.16
H 2.36152 7.01149 -5.10848 -0.24 0.05 0.06
C 0.44607 7.70683 -4.36591 0.03 0.22 -0.09
C -0.51220 7.60256 -3.35462 0.02 -0.15 0.06
H -1.02239 6.57625 -1.49032 0.00 0.20 -0.26
H 0.30751 8.42671 -5.17719 0.00 -0.25 0.26
H -1.40021 8.23245 -3.35697 0.16 -0.14 -0.14
Si 1.42475 2.46232 -2.10800 0.26 0.15 0.86
Cl 1.51416 -2.66261 3.63810 -0.26 -0.29 0.25
C 2.90206 2.23667 -3.23160 0.06 -0.01 -0.25
C -0.15628 2.64692 -3.07948 -0.24 0.12 -0.32
C 1.34939 1.10567 -0.84187 -0.10 -0.09 -0.37
H 3.03382 3.09299 -3.90550 -0.04 -0.15 0.05
H 2.77966 1.33114 -3.84382 0.13 0.16 0.12
H 3.81991 2.13893 -2.63354 -0.26 -0.04 -0.13
H 2.22982 1.12844 -0.17857 -0.37 0.04 -0.31
H 1.30385 0.10392 -1.30368 0.02 0.28 0.20
H 0.47302 1.21202 -0.17918 0.38 -0.03 -0.28
H -0.17464 3.58139 -3.65816 0.05 -0.19 0.09
H -1.03534 2.64958 -2.41956 0.20 -0.07 -0.11
H -0.24224 1.81388 -3.79025 -0.12 0.18 0.15
C -3.97724 -5.58078 0.21187 0.06 0.36 0.48
N -3.47461 -4.83540 1.34784 0.44 -0.39 -0.12
C -3.96064 -5.30197 2.62873 -0.02 0.09 -0.35
C -3.32139 -3.39656 1.10386 -0.22 0.04 -0.51
C -3.09367 -2.58860 2.35567 -1.64 0.47 0.56
C -4.22845 -2.29827 3.15469 0.38 -0.43 -0.20
C -4.07343 -1.74751 4.42049 -0.20 0.06 0.13
C -2.79230 -1.42782 4.87615 0.30 -0.07 -0.05
C -1.69356 -1.60638 4.01553 -0.98 0.80 1.93
C -1.86499 -2.12618 2.76330 1.75 -0.55 -1.58
H -5.04116 -5.34521 0.01000 0.07 -0.10 -0.17
H -3.89621 -6.65429 0.43689 -0.02 0.20 -0.23
H -3.38168 -5.34220 -0.68180 -0.16 -0.08 0.19
H -3.28270 -4.99322 3.43793 -0.35 0.05 -0.15
H -4.98255 -4.95092 2.84633 0.08 -0.13 0.23
H -3.96729 -6.39817 2.58411 -0.05 0.11 0.13
H -2.48147 -3.28044 0.39432 -0.24 0.03 0.27
H -4.24112 -3.02523 0.59830 0.13 -0.02 0.07
H -5.22313 -2.56479 2.79211 0.08 0.04 0.11
H -4.95821 -1.59990 5.05112 0.35 0.07 -0.19
H -2.64035 -1.02888 5.88738 -0.12 -0.14 -0.36
H -0.70818 -1.32956 4.39135 -0.13 0.04 -0.24
```
Forces are in eV/Å.


ORCA calculation (ωB97M-V/def2-TZVPD) on a structure of composition C40H34Cl3N5O4Ti.

Output
**Gap between HOMO and LUMO (alpha / beta)**: 5.63 / 8.08 eV
**Total energy**: -118360.64891 eV
**<S²>**: 2.012
**ΔE to the lowest compared entry with this formula, charge and spin**: 28.5 kJ/mol
**2S+1**: 3
**E_LUMO (alpha / beta)**: 0.018 / 0.011 Eh

```
87
Properties=species:S:1:pos:R:3:forces:R:3
Ti 0.34837 -0.08285 0.62105 -0.01 -0.38 0.63
C -1.33492 -2.10061 -1.60857 0.01 -0.04 0.08
C -0.38329 -2.32054 -2.78293 -0.05 -0.07 -0.12
C 1.05788 -1.92060 -2.62407 0.02 -0.03 0.08
C 2.05043 -2.86636 -2.39702 0.02 0.01 -0.01
C 3.37122 -2.45431 -2.34350 -0.03 -0.01 0.02
C 3.65505 -1.10926 -2.49880 -0.01 0.03 0.02
C 2.59799 -0.23569 -2.69840 0.04 -0.01 0.03
N 1.32864 -0.62259 -2.77563 0.10 -0.03 -0.03
N -1.37369 -0.75572 -0.99181 0.01 0.08 0.02
C -1.52266 0.28300 -2.01494 -0.04 0.07 -0.02
C -1.00149 1.62357 -1.58538 0.00 -0.05 -0.01
C -1.52086 2.78908 -2.12328 -0.01 0.01 0.00
C -0.93976 4.00554 -1.80776 0.01 0.00 0.00
C 0.15432 4.00876 -0.95550 0.00 0.01 0.00
C 0.60817 2.81038 -0.44144 -0.01 -0.02 -0.02
N 0.04322 1.62378 -0.73799 0.03 0.15 -0.08
C -2.52708 -0.77683 -0.06831 -0.02 0.02 -0.04
C -2.61845 0.42577 0.82173 0.00 0.00 0.02
C -3.79720 1.11889 1.03034 0.00 -0.01 0.00
C -3.80908 2.16660 1.93998 -0.01 0.01 0.02
C -2.63645 2.47879 2.61169 -0.01 -0.02 0.03
C -1.49563 1.74617 2.34326 0.00 -0.02 0.01
N -1.47894 0.74033 1.45840 0.02 0.10 -0.13
H -1.09681 -2.79288 -0.80347 0.02 -0.01 -0.02
H -2.34075 -2.34508 -1.98392 -0.01 -0.01 0.05
H -0.76567 -1.81602 -3.67313 0.00 -0.04 -0.01
H -0.43496 -3.39110 -2.99541 0.01 0.02 -0.02
H 1.78771 -3.90958 -2.27391 0.00 0.00 0.00
H 4.16233 -3.17394 -2.17478 0.00 0.00 0.00
H 4.66857 -0.73524 -2.45400 0.00 -0.01 0.00
H 2.77804 0.82851 -2.80657 0.00 0.01 -0.01
H -2.56307 0.36591 -2.35610 -0.02 0.01 0.01
H -0.90499 -0.00422 -2.86616 -0.06 0.09 0.08
H -2.37419 2.73150 -2.78676 0.00 0.00 0.00
H -1.33013 4.92757 -2.21751 0.00 0.00 0.00
H 0.65229 4.92762 -0.67928 0.00 0.00 0.00
H 1.43956 2.76962 0.24757 0.00 0.00 0.00
H -2.39413 -1.65282 0.57231 0.00 -0.01 0.00
H -3.46407 -0.90220 -0.62856 0.01 -0.01 -0.01
H -4.68980 0.83660 0.48738 0.00 0.00 0.00
H -4.71669 2.72677 2.12200 0.00 0.00 0.00
H -2.59772 3.28113 3.33454 0.00 0.02 0.03
H -0.55299 1.95400 2.83336 0.00 0.01 0.01
Cl 4.58954 -6.90983 3.09834 0.00 0.00 0.00
C 3.70996 -5.56222 2.43574 0.01 -0.01 0.00
C 4.41092 -4.52157 1.84621 0.00 0.00 -0.01
C 3.70457 -3.45026 1.32413 0.01 0.00 -0.01
C 2.31684 -3.42422 1.38936 -0.02 -0.03 -0.05
C 1.63298 -4.47522 1.98585 0.00 -0.01 0.01
C 2.32670 -5.55241 2.51392 0.00 0.01 0.00
C 1.56963 -2.25502 0.83986 0.06 -0.03 -0.02
O 0.30233 -2.24943 0.86438 0.02 -0.05 -0.04
O 2.20601 -1.26564 0.39526 0.03 0.00 -0.07
H 5.49088 -4.55522 1.80472 0.00 0.00 0.00
H 4.21874 -2.61594 0.86509 -0.01 0.01 0.00
H 0.55395 -4.42952 2.04251 0.00 0.00 0.00
H 1.80813 -6.37424 2.98766 0.00 0.00 0.00
Cl 0.91092 4.47780 6.63423 -0.01 0.00 0.01
C -0.42533 3.36334 6.71592 0.05 -0.06 0.03
C -1.59186 3.77419 7.33276 -0.05 0.02 -0.01
C -2.66326 2.89933 7.41500 0.04 0.04 -0.03
C -2.56552 1.64362 6.83980 -0.01 -0.04 -0.03
C -1.39988 1.25419 6.20050 0.00 0.03 -0.09
Cl -1.38195 -0.25815 5.36370 0.12 -0.01 0.07
C -0.27120 2.08727 6.15635 -0.10 0.11 0.15
N 0.91468 1.71360 5.54144 0.04 -0.10 -0.32
C 1.68461 0.59342 5.94687 0.04 -0.04 0.06
C 1.48194 -0.01046 7.18205 -0.07 0.02 -0.07
C 2.23855 -1.10870 7.55556 0.04 -0.07 -0.02
C 3.21858 -1.59859 6.70635 -0.03 0.00 0.06
C 3.43370 -0.97633 5.48620 -0.01 0.04 -0.03
C 2.68090 0.11864 5.08607 -0.06 0.04 0.00
C 2.89172 0.74626 3.73712 -0.02 -0.02 0.05
C 1.74977 0.48173 2.77011 -0.07 0.00 -0.05
O 0.99858 -0.49528 2.92883 -0.07 0.04 -0.30
O 1.63212 1.24847 1.75822 0.07 0.18 -0.01
H -1.64406 4.76873 7.75295 -0.01 0.00 0.00
H -3.57657 3.20260 7.90770 0.00 0.00 0.00
H -3.40075 0.95712 6.85322 0.00 0.01 0.01
H 1.47046 2.49623 5.23387 0.04 0.03 0.01
H 0.72235 0.37842 7.84878 -0.01 0.00 0.00
H 2.06105 -1.57802 8.51451 0.00 0.00 0.01
H 3.81038 -2.45911 6.98855 0.00 0.00 0.01
H 4.19121 -1.35982 4.81224 0.00 0.01 0.00
H 3.78226 0.32150 3.26659 0.00 -0.01 0.01
H 3.06542 1.82324 3.78338 -0.02 0.03 0.02
```
Forces are in eV/Å.


ORCA calculation (ωB97M-V/def2-TZVPD) on a cluster of 2 separate species, C3H10N4 in total at a distorted geometry.

Output
**Gap between HOMO and LUMO (alpha / beta)**: 7.38 / 6.77 eV
**Total energy**: -9228.90206 eV
**ΔE to the lowest compared entry with this formula, charge and spin**: 451.7 kJ/mol
**2S+1**: 1
**E_LUMO (alpha / beta)**: 0.009 / 0.001 Eh

```
17
Properties=species:S:1:pos:R:3:forces:R:3
C -2.10465 -0.33572 -0.91006 -0.03 -0.10 -0.20
N 0.32091 -0.98684 0.46930 0.54 -0.05 0.01
C 0.11168 0.35278 0.20032 -2.37 0.48 0.75
N 1.54673 0.04655 -1.14654 0.63 -0.16 -0.41
N 1.02600 -1.25303 1.52182 -0.09 0.37 -0.40
N 0.85168 1.31138 0.97248 -0.05 -0.17 -0.04
C -1.15500 0.63494 -0.29132 1.06 0.08 0.41
H 1.00740 -2.20991 1.83879 0.30 0.21 -0.09
H 1.48095 -0.46641 1.99495 -0.18 -0.29 0.09
H 1.18121 -0.57336 -1.86462 0.06 -0.06 -0.01
H 2.52807 -0.19610 -0.99124 -0.05 -0.29 -0.05
H 1.51563 1.76711 0.35949 0.01 0.01 0.04
H 0.22952 1.99869 1.38211 0.04 -0.10 -0.11
H -1.45115 1.67723 -0.27325 0.08 0.05 -0.11
H -1.71920 -1.35400 -0.89479 0.01 0.02 0.06
H -2.29183 -0.07736 -1.95990 -0.03 -0.01 0.08
H -3.07795 -0.33594 -0.40754 0.07 0.01 -0.02
```
Forces are in eV/Å.


ORCA calculation (ωB97M-V/def2-TZVPD) on a structure of composition C16H30BN2O12Sr at a distorted geometry.

Output
**Gap between HOMO and LUMO**: 2.60 eV
**Total energy**: -46132.74687 eV
**ΔE to the lowest compared entry with this formula, charge and spin**: 945.4 kJ/mol
**2S+1**: 1
**E_LUMO**: -0.261 Eh
**Total charge**: +1

```
62
Properties=species:S:1:pos:R:3:forces:R:3
Sr 1.64480 0.83118 0.23789 0.20 1.39 0.01
O -11.35598 0.03196 2.55970 0.87 -0.15 -0.51
C -10.33445 0.40695 2.03048 -2.34 0.12 1.35
O -9.33280 0.96631 2.65269 1.67 0.37 -0.21
B -8.31182 1.42379 1.64779 -0.90 -0.08 0.67
O -8.91519 1.04722 0.34734 0.85 0.60 0.63
C -10.11142 0.50980 0.55328 -1.04 -0.75 -3.14
O -10.86912 0.18464 -0.35128 1.24 0.47 1.90
O -6.98350 0.84476 1.89333 0.80 -0.28 -0.47
C -6.03606 1.77985 1.94927 0.90 -0.99 0.21
O -4.82301 1.58393 1.97844 -2.17 0.43 -0.12
C -6.81433 3.09883 2.03920 3.54 4.86 1.51
O -8.06214 2.90076 1.84745 -1.00 -0.62 -0.57
O -6.24829 4.20422 2.34525 -2.11 -4.01 -1.30
C 0.57138 -3.55708 2.14072 -0.56 -0.35 -0.39
O 1.35737 -3.55532 0.96528 0.40 0.05 -0.19
C 1.44516 -4.79768 0.21455 0.66 1.24 0.18
C 2.59517 -4.59304 -0.79358 -0.83 -0.74 0.03
N 2.32598 -3.64372 -1.87372 0.26 1.13 -0.36
C 1.43156 -4.17225 -2.90530 -0.02 0.16 -0.38
C 2.12363 -5.24840 -3.78064 1.08 -1.14 0.85
O 3.56036 -5.08296 -3.82858 -0.26 1.79 0.77
C 4.39884 -6.13687 -4.28090 -1.91 -0.68 0.04
H 0.85803 -4.30796 2.87700 0.28 -0.09 -0.03
H -0.47685 -3.72445 1.89314 -0.21 -0.09 0.03
H 0.62956 -2.57240 2.60452 0.22 0.05 0.00
H 0.48644 -5.00473 -0.26094 -0.07 -0.03 -0.06
H 1.68801 -5.61491 0.89371 0.03 -0.08 0.03
H 2.84679 -5.53370 -1.28341 -0.01 -0.53 0.45
H 3.48899 -4.28187 -0.25288 -0.11 0.15 0.05
H 3.21695 -3.63824 -2.34937 0.40 0.59 -0.13
H 0.98016 -3.46727 -3.60340 0.40 0.86 0.46
H 0.58458 -4.54859 -2.33162 -0.14 -0.63 -0.54
H 1.78921 -5.33164 -4.81473 -0.58 -0.01 0.25
H 1.89426 -6.11566 -3.16149 0.24 -1.00 -0.81
H 3.92169 -7.03785 -3.89532 0.51 -0.54 0.12
H 5.41623 -6.03754 -3.90254 -0.24 0.28 -0.10
H 4.33275 -6.22709 -5.36515 0.44 0.18 -0.15
C 3.35487 1.94033 3.64920 -0.17 -0.52 2.02
O 2.63988 2.79898 2.82561 -0.25 -0.16 -1.40
C 2.88811 4.18885 3.03174 -1.42 0.87 -0.85
C 1.89332 4.95222 2.12633 1.32 -0.38 0.52
N 2.20899 4.57518 0.73727 -1.68 0.31 1.23
C 1.17500 5.10780 -0.14408 1.17 -0.30 -1.27
C 1.69954 4.77194 -1.51973 -1.11 -0.27 -1.34
O 1.90216 3.34556 -1.69647 -0.03 -0.66 -0.47
C 2.27573 2.99831 -3.06641 0.23 -0.63 0.84
H 3.31272 0.89558 3.34127 -0.09 -0.07 -0.66
H 2.83624 1.92989 4.60786 0.25 -0.06 0.42
H 4.40065 2.17322 3.84972 0.08 0.37 -0.41
H 3.90696 4.41769 2.71921 0.15 0.06 0.36
H 2.62661 4.54424 4.02844 0.58 -0.54 0.44
H 2.02279 6.02952 2.23014 0.25 0.17 0.34
H 0.87211 4.79938 2.47543 -0.12 -0.61 -0.50
H 3.00486 5.16729 0.54729 0.57 -0.32 -0.32
H 1.09070 6.19418 -0.11640 -0.05 0.25 0.20
H 0.16855 4.72448 0.02391 0.16 -0.38 0.18
H 2.62312 5.27506 -1.80601 0.23 0.10 0.45
H 0.95962 5.09393 -2.25249 -0.10 -0.03 -0.22
H 1.47211 3.07648 -3.79865 -0.07 0.57 0.20
H 2.54593 1.94240 -3.05393 -0.10 -0.25 0.17
H 3.20619 3.47472 -3.37524 -0.27 0.55 -0.01
```
Forces are in eV/Å.